Here is a structure of composition C17H41BeCl2N2O3SSi from the OMol25 dataset. Energies are from wB97M-V/def2-TZVPD.

Each line ends with the Löwdin charge.
CARTESIAN COORDINATES (ANGSTROEM)
Cl  0.7980  3.6163  5.7302  0.57
Cl  1.8642  3.7433  3.0032  0.55
S  0.9335  0.2747  1.1755  0.59
Si  -0.4585  -0.9324  0.0627  -0.09
O  0.2850  -1.6307  -1.1914  -0.14
O  -1.0251  -2.0830  1.0401  -0.14
O  -1.5271  0.1529  -0.5137  -0.16
N  3.0046  2.4411  0.2358  0.00
N  0.2819  3.2743  0.1264  0.00
C  2.9720  3.5064  -2.0225  -0.18
C  3.4555  2.3227  -1.1950  -0.18
C  2.1605  -2.8542  -0.2326  -0.04
C  0.2534  -4.0301  -1.3518  -0.02
C  -3.2052  -1.4224  -1.3397  -0.02
C  -2.4577  -3.4024  2.3815  -0.02
C  1.1335  -2.7875  -1.3547  -0.63
C  1.8130  -2.6105  -2.7005  -0.03
C  0.8300  4.3129  -0.8036  -0.18
C  -3.6164  1.0389  -1.1906  -0.03
C  -1.9950  0.1389  -2.8770  -0.02
C  -0.4398  -2.3211  3.3687  -0.03
C  1.4626  2.6899  4.4033  -0.97
C  -2.4010  -0.9154  2.6735  -0.03
C  -2.5868  -0.0369  -1.4844  -0.63
C  -1.5802  -2.1629  2.3726  -0.63
C  1.4426  3.6599  -2.0535  -0.17
Be  1.3553  1.9692  0.4380  -0.12
H  -3.9825  0.9403  -0.1668  0.09
H  -1.8699  -4.2777  2.0986  0.09
H  1.1697  4.2513  -2.9255  0.12
H  1.0640  -2.5586  -3.4928  0.09
H  -1.6590  1.1697  -3.0229  0.08
H  -2.8683  -3.5666  3.3805  0.10
H  -0.8339  -2.3614  4.3861  0.09
H  -3.1700  2.0298  -1.3084  0.08
H  -1.7859  -0.0177  2.5607  0.06
H  -0.6099  2.9315  -0.2319  0.12
H  2.8510  -3.6800  -0.4109  0.10
H  3.4267  4.4293  -1.6476  0.12
H  1.6669  -3.0107  0.7311  0.08
H  0.0654  3.7021  1.0275  0.08
H  0.2579  -1.4857  3.2921  0.05
H  -2.4852  -2.2009  -1.6101  0.09
H  -0.4613  -3.9890  -2.1772  0.09
H  -1.1410  -0.5283  -3.0010  0.08
H  0.9913  2.6683  -2.1936  0.12
H  2.3781  2.2150  4.7263  0.03
H  -4.4605  0.9565  -1.8771  0.10
H  2.7290  -1.9235  -0.1763  0.07
H  3.3394  3.3650  -3.0384  0.12
H  -3.2826  -3.2971  1.6736  0.09
H  2.4847  -3.4455  -2.9082  0.09
H  4.5407  2.2584  -1.2361  0.13
H  0.8620  -4.9297  -1.4618  0.10
H  -3.5266  -1.5958  -0.3098  0.08
H  2.3918  -1.6834  -2.7088  0.08
H  -4.0739  -1.5139  -1.9927  0.10
H  -2.7801  -0.9519  3.6963  0.10
H  3.0447  1.3939  -1.5960  0.12
H  3.2455  3.3686  0.5774  0.09
H  -2.7391  -0.0929  -3.6407  0.10
H  0.1057  -3.2468  3.1706  0.09
H  -3.2491  -0.8384  1.9887  0.08
H  0.0453  5.0119  -1.0831  0.12
H  -0.3009  -4.0914  -0.4135  0.08
H  1.5801  4.8809  -0.2519  0.12
H  0.7352  1.9643  4.0652  0.01
H  3.5519  1.7978  0.8076  0.12

Calculated values
- charge = +1
- HOMO-LUMO gap (eV) = 9.284
- LUMO (eV) = -2.5
- E (eV) = -71580.0417
- ΔE to the lowest compared entry with this formula, charge and spin (eV) = 0.623
- HOMO level (eV) = -11.801